C26H33AuO4 as an isolated structure. Source: OMol25; level of theory: ωB97M-V/def2-TZVPD.

As for the total charge: 0. The HOMO energy (spin up / spin down) is -0.2844 / -0.2805 hartree. The value obtained for the energy is -1446.853426 hartree. The energy relative to the best compared isomer or geometry (same formula, charge and spin) is 17.4 kcal/mol. As for the spin multiplicity: 3. Its LUMO energy (spin up / spin down) is 0.4 / -2.7 eV.

Geometry as XYZ:
```
64
Properties=species:S:1:pos:R:3:forces:R:3
O 4.3820 0.1141 1.8975 -1.0506 -0.0683 -0.3950
C 2.9427 0.5004 1.6818 1.5907 0.0640 0.3766
C 2.5894 -0.9286 1.3839 0.3176 -0.4162 0.2844
H 2.7946 1.2440 0.9021 0.0773 0.0210 0.4010
H 2.5415 0.8703 2.6345 -0.0551 -0.0636 -0.2442
C 3.9552 -1.2930 2.1050 -1.5739 0.4279 -0.5295
H 2.6054 -1.1996 0.3233 -0.0798 0.3198 0.3848
H 1.6387 -1.1888 1.8400 0.0957 -0.6005 0.1075
C 4.8249 -2.3001 1.3434 -0.0220 0.2855 0.3294
H 4.8248 -2.0596 0.2751 0.0746 0.2290 0.1938
H 4.4378 -3.3252 1.3984 -0.0370 0.2069 0.3486
H 5.8633 -2.2931 1.7006 -0.2507 -0.0053 -0.0148
C 3.6551 -1.4744 3.6071 0.3434 -0.0269 -0.0971
H 2.7815 -2.1182 3.7892 0.2299 0.2346 -0.1607
H 3.4707 -0.4560 3.9831 -0.1531 -0.5437 0.0964
H 4.4738 -1.8808 4.1988 0.2439 -0.0129 -0.1646
Au -0.3804 -0.2921 -0.5427 -1.2048 0.7485 0.7026
C -2.3894 -2.3706 -2.2786 -1.1440 0.9561 -0.2059
C -2.7291 -1.0216 -2.6179 -0.6853 -2.8714 0.3722
C -1.5502 -0.2364 -2.6040 2.6795 -1.1965 -1.0255
H -3.7123 -0.7336 -2.9968 0.3948 0.1877 0.4951
C -0.4209 -1.2081 -2.4390 -1.0217 1.4225 0.1420
C -1.0157 -2.4888 -2.0135 0.2875 0.8090 -1.0247
H -0.4651 -3.3345 -1.5524 -0.5114 0.6274 -0.7228
H -3.0905 -3.1994 -2.2744 0.0207 0.2522 0.3284
H -1.4885 0.7985 -2.9563 0.0895 -0.4667 0.2330
H 0.5654 -1.0167 -2.8352 -0.0142 -0.1416 0.1344
C -3.2138 -0.2130 1.8778 0.3924 -1.1352 -0.3192
C -2.5040 -1.4015 1.6205 -1.0569 1.1063 0.1936
C -1.0998 -1.0712 1.4519 0.7017 1.9659 0.8049
H -2.9098 -2.4202 1.5927 0.1659 0.6019 -0.1406
C -0.9810 0.3954 1.5764 0.6798 -2.0400 0.6989
C -2.3011 0.8765 1.9137 -0.9670 -0.2235 -0.6063
H -2.6280 1.8894 2.1877 0.5510 -0.5052 -0.3495
H -4.3036 -0.1109 1.9333 0.6304 -0.0848 0.1944
H -0.2917 -1.8057 1.5394 -0.3502 0.3977 0.0776
H -0.0846 0.9585 1.8329 -0.0889 -0.3213 -0.0188
O 2.3397 -0.1582 -1.6932 2.9526 -0.6104 -1.0989
C 3.0852 -1.4101 -2.1630 -0.3335 0.4464 0.5192
C 4.5666 -1.0293 -2.4875 -0.0390 0.5526 -0.1359
H 2.5898 -1.8436 -3.0751 0.2104 0.5916 0.9763
H 3.0258 -2.1631 -1.3234 0.0105 0.7332 -0.9197
C 4.7462 0.4361 -2.0097 -0.1519 0.2336 0.0125
H 4.7590 -1.0404 -3.5830 -0.2080 -0.3509 0.7531
H 5.3175 -1.6647 -1.9725 -0.6721 0.1307 -0.4508
C 3.3653 0.9243 -1.5706 -0.6581 -0.2758 0.4984
H 5.1062 1.1076 -2.7999 0.1562 -0.4279 0.1116
H 5.4248 0.5313 -1.1370 -0.2687 -0.2481 -0.6349
H 3.0050 1.8350 -2.0825 0.0309 -0.6511 -0.0347
H 3.5053 1.1751 -0.5173 -0.4991 -0.0575 -0.4380
O -2.8482 3.1859 -2.1682 0.4435 -0.9281 0.5731
C -3.1007 2.4755 -1.1828 -1.4341 0.6571 0.2892
O -2.4968 1.5296 -0.6064 1.4834 -0.5503 -0.6117
C -4.3986 2.7009 -0.4012 -0.3684 0.7113 -0.4340
C -5.3466 1.6735 -0.2957 0.6439 -0.1197 0.5541
C -6.3685 1.7655 0.6525 -0.1273 0.2042 -1.0577
C -6.7313 3.0493 1.0574 0.5118 -0.1867 0.2474
C -5.9025 4.1331 0.7607 0.1522 0.0383 0.1549
C -4.6335 3.9366 0.2106 -0.1961 -0.5991 -0.0654
H -5.1898 0.7832 -0.9018 0.0677 -0.1071 0.4504
H -6.9234 0.8734 0.9555 -0.0855 0.4002 -0.2595
H -7.6128 3.1738 1.6636 -0.2134 0.2156 -0.0007
H -6.2536 5.1409 0.9156 0.0577 0.1533 0.6060
H -3.8174 4.6735 0.2757 -0.7655 -0.0958 -0.4848
```
Positions in Å, forces in eV/Å.



One molecule with the formula C5H6Br2. Source: OMol25; level of theory: ωB97M-V/def2-TZVPD.

As for the total charge: 0. The HOMO energy (spin up / spin down) is -0.1935 / -0.3664 hartree. The value obtained for the energy is -5341.878181 hartree. The energy relative to the best compared isomer or geometry (same formula, charge and spin) is 55.1 kcal/mol. As for the spin multiplicity: 3. Its LUMO energy (spin up / spin down) is 0.8 / -4.2 eV.

Geometry as XYZ:
```
13
Properties=species:S:1:pos:R:3:forces:R:3
C -0.5040 0.2467 0.6213 4.4755 -2.4623 -5.4430
C -1.2917 0.6987 1.4848 -3.1464 1.2653 3.3283
C 0.3518 -1.0574 0.4582 0.2093 1.7460 0.7156
C 0.0259 0.6838 -0.9858 2.4893 -4.0728 5.2868
C 0.8390 -0.6712 -0.9491 -0.8619 1.5447 -0.7818
Br -1.2674 1.1906 -2.4073 -2.8418 0.9076 -2.8702
Br 2.7954 -0.1856 -0.9050 -0.1100 -0.3637 -0.1549
H -1.8225 1.6026 1.3390 -0.3190 0.9834 -0.1886
H -1.5856 0.2047 2.4234 0.4845 -0.1446 -0.4947
H 1.1988 -0.9781 1.1720 -0.4425 -0.1884 -0.4373
H -0.1716 -1.9716 0.6910 -0.2710 -0.4615 -0.4401
H 0.7081 1.4937 -1.0518 0.2468 1.3040 0.3624
H 0.7238 -1.2569 -1.8908 0.0873 -0.0576 1.1175
```
Positions in Å, forces in eV/Å.



C26H27MoN7O11P2S3 as an isolated structure. Source: OMol25; level of theory: ωB97M-V/def2-TZVPD.

As for the total charge: 0. The HOMO energy (spin up / spin down) is -0.2565 / -0.2822 hartree. The value obtained for the energy is -4163.702076 hartree. The energy relative to the best compared isomer or geometry (same formula, charge and spin) is 28.0 kcal/mol. As for the spin multiplicity: 3. Its LUMO energy (spin up / spin down) is -0.5 / -0.9 eV.

Geometry as XYZ:
```
77
Properties=species:S:1:pos:R:3:forces:R:3
Mo -0.2721 -0.3764 0.6666 0.2292 -1.2307 1.0663
N 2.6961 1.0676 -1.8364 -0.0431 -0.0963 0.3749
C 1.4759 1.5806 -1.5080 -0.0357 0.4545 -0.7747
S 0.8570 2.8858 -2.3422 -0.0111 0.3635 -0.0454
N 0.7690 0.9335 -0.5714 0.4702 -0.9999 -0.4903
N -0.1343 1.4792 0.2089 -0.0200 3.2523 -0.5080
C -0.3412 2.6865 0.6096 -0.1018 -0.4748 0.2045
C -1.1839 2.8309 1.7581 -0.4097 -0.3055 0.6764
C -1.3784 4.0849 2.3489 -0.0629 -0.1972 -0.0475
C -2.1065 4.2222 3.5096 0.0539 0.2224 0.0216
C -2.6645 3.0974 4.1129 -0.0334 -0.0236 -0.2038
C -2.5066 1.8532 3.5480 0.1617 -0.1202 -0.2454
C -1.7504 1.6727 2.3747 0.1220 0.8254 0.0176
O -1.5905 0.4599 1.9049 -0.7572 0.0329 0.4175
H 3.3017 1.7333 -2.2992 -0.1838 -0.0646 0.0659
H 3.0965 0.4764 -1.1001 0.1437 -0.0489 0.0487
H 0.1671 3.5375 0.1629 -0.0974 -0.2909 -0.1405
H -0.9279 4.9468 1.8783 0.0367 0.1237 -0.0357
H -2.2309 5.1969 3.9560 -0.0139 0.0744 0.0369
H -3.2302 3.1961 5.0276 -0.0353 0.0343 0.0872
H -2.9218 0.9727 4.0122 -0.0294 -0.1233 0.0706
C 1.6907 -4.5638 -1.5129 0.0926 -0.0695 0.0061
C 2.4951 -3.2845 -1.5716 -0.6304 0.9490 0.1399
O 3.8634 -3.5421 -1.7279 0.4277 -0.2681 -0.1761
P 1.8566 -2.2258 -2.9329 0.2571 0.2622 -0.8520
O 1.8575 -3.2214 -4.1843 0.1788 -0.3217 0.3604
O 3.0104 -1.2056 -3.3213 0.0446 -0.5917 -0.0888
O 0.5603 -1.5592 -2.7147 0.0250 -0.1703 0.0501
P 2.2932 -2.2236 -0.0823 0.3918 -0.3951 0.6901
O 2.7689 -3.1825 1.0975 -0.0983 0.0233 -0.7206
O 3.1821 -1.0368 -0.1954 0.2802 -0.1928 -0.2182
O 0.7941 -1.9238 0.0524 0.4607 -0.8943 -0.3940
H 1.8669 -5.1324 -2.4239 -0.0350 -0.0885 -0.0035
H 0.6314 -4.3193 -1.4366 -0.0397 -0.0606 0.0197
H 1.9915 -5.1537 -0.6497 0.0158 -0.0006 0.0494
H 4.3373 -2.7116 -1.5775 0.0425 -0.0192 -0.0514
H 1.4913 -2.7891 -4.9576 -0.0889 0.1112 -0.3029
H 2.8604 -0.3378 -2.8866 -0.1115 0.2628 0.1295
H 2.2180 -3.0952 1.9051 -0.0902 0.0361 0.0500
C -3.7313 -2.2710 3.9090 0.1619 -0.0132 0.6291
N -3.8790 -2.1266 2.4881 0.5799 0.2307 -1.0072
C -5.0483 -2.0050 1.7885 -0.3613 0.0149 -0.6579
C -4.7376 -1.8454 0.4842 -0.5077 0.0078 0.2707
N -3.3586 -1.8592 0.3762 -0.0714 -0.1087 1.0111
C -2.8416 -2.0350 1.6224 0.4005 -0.3525 0.1756
S -1.2228 -2.3134 2.0088 -0.3701 -0.3691 -0.1181
C -2.6851 -1.6085 -0.8348 0.8012 0.5264 -0.5640
C -3.1708 -2.2294 -1.9760 0.0181 -0.0354 0.3665
C -2.7982 -1.7656 -3.2246 0.5885 0.9671 0.3020
C -2.0387 -0.5945 -3.2527 -0.8774 -0.7943 -0.4512
C -1.5260 -0.0920 -2.0861 0.4103 0.0237 0.8719
N -1.7026 -0.6511 -0.8562 -2.3228 -0.6064 -1.9876
H -4.5536 -2.8599 4.3091 0.0104 -0.0432 -0.0681
H -3.7135 -1.2963 4.4002 0.0024 -0.0357 -0.0845
H -2.7816 -2.7662 4.0988 -0.0789 -0.0073 0.1006
H -6.0079 -2.0507 2.2583 -0.1835 0.0135 0.1174
H -5.3706 -1.7150 -0.3674 -0.1098 0.0983 -0.1476
H -3.8512 -3.0598 -1.8651 -0.0591 -0.0450 0.0501
H -3.1173 -2.2577 -4.1276 -0.1043 -0.0405 -0.1030
H -1.8163 -0.0933 -4.1799 0.1131 0.0433 -0.0502
H -0.9215 0.8034 -2.1357 0.1996 -0.1579 0.1001
O 2.4418 1.5719 1.2101 0.5082 -0.0932 0.5251
C 2.3545 0.6222 1.9679 0.6487 1.3550 -0.4959
N 1.2598 -0.1644 2.0779 0.0058 -0.7836 1.0111
S 1.3390 -1.1170 3.4091 0.0358 0.3636 0.8767
O 1.2464 -2.5232 3.0751 0.2211 -0.2616 0.1430
O 0.3951 -0.6678 4.3873 0.0958 0.0145 0.2518
C 3.0173 -0.7100 3.8503 -0.2889 0.4926 -0.8528
C 3.8633 -1.1690 4.8340 -0.0256 -0.1637 0.2176
C 5.1524 -0.6454 4.8738 -0.1829 -0.1106 0.0093
C 5.5698 0.3007 3.9475 -0.0391 0.0973 -0.0992
C 4.7048 0.7627 2.9684 -0.2533 -0.0874 0.0221
C 3.4205 0.2446 2.9334 0.4068 -0.0535 0.2274
H 3.5383 -1.9092 5.5480 -0.0035 -0.0862 0.0883
H 5.8420 -0.9832 5.6323 0.0241 -0.0669 0.0754
H 6.5779 0.6859 3.9886 0.0796 -0.0029 0.0402
H 5.0030 1.4985 2.2391 0.0222 0.0902 -0.0802
```
Positions in Å, forces in eV/Å.



C2O10V2 as an isolated structure. Source: OMol25; level of theory: ωB97M-V/def2-TZVPD.

As for the total charge: -2. The HOMO energy (spin up / spin down) is -0.0039 / -0.0742 hartree. The value obtained for the energy is -2716.537527 hartree. As for the spin multiplicity: 7. Its LUMO energy (spin up / spin down) is 5.6 / 3.0 eV.

Geometry as XYZ:
```
14
Properties=species:S:1:pos:R:3:forces:R:3
O 0.2769 0.8069 3.9392 0.2788 0.9004 1.9565
V 0.4743 -0.0775 2.6242 2.1465 4.7149 -2.3488
O -0.3515 -1.4742 2.7633 -2.8740 -5.6247 0.7688
O -2.2653 -1.5944 -0.8795 -2.2697 0.3665 -0.7617
V -0.7337 -1.2302 -0.6675 -0.2090 0.5996 -0.2604
O -0.0754 -2.5098 0.0209 1.9983 -1.3576 1.2967
C -0.2707 1.6383 0.5395 1.5707 -0.0948 -0.4238
O 0.4520 2.0156 1.4904 0.9021 1.8670 0.7466
O -0.7175 0.4894 0.6978 -1.2877 -2.3474 -0.9822
O -0.3106 2.3334 -0.4988 -0.4365 0.4101 0.0953
C 0.9627 -0.1548 -2.5453 -2.2416 2.0161 0.7314
O 1.2524 0.8854 -3.2217 0.9846 -0.7386 -0.3536
O -0.2382 -0.5536 -2.7197 -0.3036 -0.3616 -0.8400
O 1.5447 -0.5744 -1.5430 1.7411 -0.3498 0.3753
```
Positions in Å, forces in eV/Å.



C16H38Br4Cl8N2O2 as an isolated structure. Source: OMol25; level of theory: ωB97M-V/def2-TZVPD.

As for the total charge: 0. The HOMO energy is -0.2737 hartree. The value obtained for the energy is -14868.598875 hartree. Its LUMO energy is 0.0 eV.

Geometry as XYZ:
```
70
Properties=species:S:1:pos:R:3:forces:R:3
Br -2.3632 2.0494 -0.9805 -2.2375 6.6528 -1.6312
C -0.5057 1.6260 -1.5891 2.5063 4.2070 -0.5789
C 0.0229 2.7541 -2.4699 0.0081 -0.4923 -0.8717
Br 1.6543 1.9221 -3.3036 2.8831 10.8442 -2.5933
H -0.4615 0.6358 -2.0426 0.8905 2.1868 -0.3247
H 0.0617 1.4725 -0.6712 0.1554 1.7890 -0.7837
H 0.2731 3.7060 -2.0015 0.3701 -0.4809 -0.2093
H -0.6520 2.9711 -3.2979 0.3706 0.0596 0.0186
Br -2.0370 -4.0880 0.6299 -5.3747 -5.5967 11.2519
C -1.3946 -3.8762 2.5293 0.0279 -1.2154 1.1175
C 0.1448 -3.5625 2.6303 0.3255 -3.6728 -0.1627
Br 1.1108 -4.9669 1.5024 -0.0089 -1.5058 6.3825
H -1.6252 -4.7547 3.1320 0.2136 -0.1242 -0.1403
H -1.8992 -3.0424 3.0174 -0.5259 -0.4903 0.0746
H 0.3804 -3.6618 3.6899 0.4716 -0.2083 -0.1063
H 0.4449 -2.6108 2.1916 1.5212 -2.3860 0.9078
C -0.1232 3.5886 0.6643 1.1102 -1.0302 0.6935
C 1.3036 3.3968 1.2692 -2.0839 0.2675 -0.3667
C 2.1522 2.5849 0.3180 -0.2600 -0.9858 1.0261
O 1.5597 1.2275 0.2087 2.1559 2.2166 0.1789
C 2.2342 0.3771 -0.6701 1.7162 1.0173 0.6477
N 1.8289 4.7237 1.4906 0.9290 0.0692 -0.4200
H -0.5980 4.4279 1.1725 -0.2470 0.0339 -0.2420
H -0.7031 2.6854 0.8541 0.2288 0.6011 -0.5204
H -0.0157 3.7344 -0.4105 -0.3501 0.4532 0.7166
H 1.1953 2.9412 2.2535 0.9123 0.3016 -1.3451
H 3.1356 2.5386 0.7857 0.3265 -0.3987 -0.4061
H 2.2006 3.0714 -0.6562 0.1045 -0.1195 -0.1633
H 1.9351 0.7473 -1.6507 1.1623 -1.1115 1.5560
H 2.0812 -0.6650 -0.3894 0.3657 0.9533 -0.0518
H 3.3115 0.5176 -0.5819 0.3050 0.1830 -0.1057
H 1.8268 5.0901 0.5494 0.4064 0.8574 -0.2252
H 1.0541 5.2058 1.9233 0.1971 0.4513 0.3410
C -1.0296 -3.1394 -0.9130 3.5053 4.3742 -6.2532
C 0.3011 -3.3500 -1.6046 -0.0544 -1.0270 -1.2986
C 0.9605 -2.0414 -1.9862 0.3656 0.1156 0.2513
O 0.1217 -1.2487 -2.8059 2.4595 -1.9976 -0.4190
C 0.7985 -0.1249 -3.3945 -1.5492 -4.4745 0.2295
N 1.1561 -4.1470 -0.7871 1.8031 1.2045 -2.3001
H -1.7263 -3.9683 -1.0374 0.9854 0.2373 -2.8741
H -1.5110 -2.3220 -1.4498 -0.2464 -0.0728 0.3368
H -0.7986 -2.8698 0.1176 1.1997 1.3538 -2.5565
H 0.2655 -3.9559 -2.5100 -0.7731 0.2845 -0.5556
H 1.9590 -2.2062 -2.3912 0.0448 -0.2598 -0.5986
H 1.1697 -1.4254 -1.1116 -0.1529 -1.3564 -1.0376
H 1.3506 -0.4715 -4.2681 0.8085 0.1222 0.1855
H 1.3421 0.3856 -2.5995 -1.6000 -4.3679 -1.1586
H 0.0024 0.4995 -3.8000 0.5948 -0.8014 0.0815
H 0.7747 -5.0305 -0.4804 -0.2514 0.6464 -1.0768
H 1.5144 -3.6612 0.0226 -0.1605 0.1744 -0.9202
C -0.0202 2.1394 3.4524 1.9704 0.4965 2.0222
Cl -0.7657 1.5667 4.9640 0.3911 0.2673 -0.0017
Cl 0.3880 0.7826 2.2897 0.6352 6.5409 10.8395
H -0.7238 2.8110 2.9604 1.4099 -0.2782 0.7679
H 0.8678 2.7241 3.6927 0.1047 -0.6959 0.8046
C -0.1809 -0.5888 0.5955 -0.3056 -3.3811 -1.6399
Cl -0.8927 -1.6086 1.8883 -0.0661 2.6729 -4.1358
Cl -1.3607 0.1334 -0.4432 -0.0817 -8.0428 13.7576
H 0.3607 0.2051 1.1097 -0.3843 -2.8255 -5.8343
H 0.5433 -1.1011 -0.0379 -1.1364 -0.6919 1.3088
C -2.2838 0.2514 2.6983 -1.8774 1.4129 0.6462
Cl -3.7142 -0.0476 3.6743 -0.2748 -0.1188 0.2390
Cl -2.2064 2.0280 2.2334 -4.6482 -2.2446 -0.7054
H -1.4058 -0.0743 3.2561 -0.9517 1.1198 0.3011
H -2.3290 -0.4221 1.8425 -1.2105 1.8837 -0.0249
C -2.0098 -0.6173 -2.6623 -2.3081 -0.6062 -2.4827
Cl -3.7015 -0.9221 -2.1241 0.5007 -0.2463 -0.5132
Cl -1.8909 0.9843 -3.4070 -3.7610 -1.3545 -5.3945
H -1.3684 -0.6013 -1.7811 -1.4979 -1.2980 -3.0822
H -1.4898 -1.3328 -3.2993 -2.0630 -0.0923 -0.5727
```
Positions in Å, forces in eV/Å.



C3H2BiO3 as an isolated structure. Source: OMol25; level of theory: ωB97M-V/def2-TZVPD.

As for the total charge: 0. The HOMO energy (spin up / spin down) is -0.2963 / -0.2890 hartree. The value obtained for the energy is -555.608112 hartree. As for the spin multiplicity: 2. Its LUMO energy (spin up / spin down) is -1.6 / -1.8 eV.

Geometry as XYZ:
```
9
Properties=species:S:1:pos:R:3:forces:R:3
O -0.9508 1.1821 0.6054 -1.1252 -0.1249 0.5799
O -0.0576 -0.0812 -0.8898 -0.0754 0.0302 -1.3563
O 0.9129 1.8736 -0.4373 0.4767 0.7943 -1.0636
C -1.4749 -0.1413 0.9333 1.3036 0.0799 -0.6733
C -0.6557 -0.9602 0.0841 -1.1629 0.7381 -0.4110
C -0.0619 1.1343 -0.3635 0.4214 -2.1462 2.1211
H 0.8606 -1.2568 0.5799 0.0155 0.8094 -0.1136
Bi 2.5416 0.0707 -0.0905 -0.3600 -0.3442 0.3839
H -1.1141 -1.8211 -0.4215 0.5063 0.1633 0.5329
```
Positions in Å, forces in eV/Å.